1.
181
Properties=species:S:1:pos:R:3 method="wB97M-V/def2-TZVPD" smiles="CCOS(C)(=O)=O.CCOS(C)(=O)=O.CCOS(C)(=O)=O.CCOS(C)(=O)=O.CCOS(C)(=O)=O.CCOS(C)(=O)=O.CCOS(C)(=O)=O.CCOS(C)(=O)=O.CCOS(C)(=O)=O.COCCOCCOC.COCCOCCOC" homo_energy_ev=-8.7 e_tot_ev=-207133.5228 total_charge=0
H -0.4686 0.2765 8.9217
H -1.5571 -3.0880 -2.8714
H -3.0154 2.4089 -4.7431
O 3.6061 -2.2396 4.4550
H -3.1607 -3.8219 3.5591
O -4.7559 0.3816 1.5850
O 2.9610 -4.7833 -3.7389
H -3.0093 -3.7844 -6.0271
H -3.1630 -4.4463 6.5913
O -3.9671 6.4690 -3.9556
O -0.0241 -1.1403 1.5133
O 5.1681 -0.7696 3.2157
H 0.0027 1.8867 -0.3101
O 6.2774 -0.0133 -2.2418
O -5.6596 -1.7370 2.7586
C -0.0339 1.4262 0.6771
H 0.8797 1.3879 1.2704
H 3.4409 0.7203 -1.6726
C -1.7949 -1.7340 4.0718
O -2.9312 -1.6406 -5.5011
H 2.9487 -0.6686 1.8753
H 3.0403 -7.0512 -1.2247
H 1.0737 -1.2430 -2.3043
C 5.9748 0.3864 2.9684
H 3.4881 -0.9956 -2.1852
H 3.5724 -5.2883 -5.4887
C -2.2692 -2.5524 -7.6245
H 1.8535 0.7122 7.0316
H -2.3564 2.5619 5.5359
H -0.9650 -2.3634 3.7505
H 0.7339 0.4802 -2.2876
S -1.8045 5.6251 0.6322
H 6.0161 1.5454 1.3906
O 1.8632 -3.6104 -6.2533
C -2.9338 -4.7686 5.5756
S -0.1684 -0.3250 0.2300
C -4.5675 -8.0863 5.4041
O 3.9632 0.1384 5.3051
H -1.3707 2.0877 -2.9076
H 1.2977 -1.8463 -7.1049
H -1.8767 -3.4497 -8.1031
H -6.0501 6.4541 -1.2783
C 1.4302 -0.2811 -1.9359
O -1.3037 -0.5369 -0.7388
H -7.4008 1.2187 1.7020
H 5.8331 2.3163 -1.4416
H -4.0915 -9.0466 5.6024
H 4.7996 4.1484 1.1122
H -3.1613 6.9861 -6.4272
O -3.2172 6.5068 0.6364
H -4.7278 -8.1536 4.3281
H -0.7796 7.3804 -0.4939
H -4.1557 5.0638 -0.6687
H -2.4996 -7.3661 5.5076
H -5.4504 7.7685 -0.3228
H 6.5386 1.4562 -3.7550
C -7.4214 0.1367 1.8323
C -3.2949 -3.6241 4.6226
S -2.1851 -1.1454 -4.0575
H 0.3525 -1.0217 8.0590
H 5.7649 1.2686 3.5733
H -3.6327 -1.0467 0.6213
C 3.4887 -5.8336 -2.9608
H -3.3722 -7.0161 6.9741
H 1.8538 -3.0705 -0.3313
H -8.3335 -0.1108 2.3755
O -2.6104 -2.4532 4.9768
H 8.4769 -1.1036 -2.0590
H 8.4673 -2.7667 -3.0213
H 2.6710 0.7996 2.7444
H -1.4965 -3.0963 -5.6519
O 1.9993 5.0515 1.2905
C 5.8058 0.4794 1.4771
H 1.1395 1.8965 8.0205
S -5.8495 -0.2614 2.7009
H -0.6088 3.3571 -3.9630
S -4.0826 5.3498 -4.9212
H -1.9386 6.4816 -1.5697
C 2.8890 5.1229 3.5135
C 6.8728 2.2794 -1.7666
S 2.8242 4.6510 -0.1362
H -6.5161 -6.2944 5.4032
O -5.7761 -8.0298 6.2187
C 8.2432 -1.7032 -2.9388
S 0.0548 2.2543 5.3723
H 7.9510 0.8182 -2.9504
H 8.7936 -1.3009 -3.7893
H 4.8349 0.2799 1.0237
C -3.7656 6.0908 -6.5731
C -6.8791 -7.2473 5.7884
O -3.8736 -5.7649 5.3473
O 6.1929 -1.0232 -4.5311
H -3.3779 5.3064 -7.2231
O 5.7206 -2.5221 -2.5055
H 1.0176 -3.3777 -8.0464
C -2.5030 -2.5627 -3.0031
C -1.6842 2.2704 4.7289
H 1.0879 3.8998 2.7564
C -4.4541 -0.3496 0.4562
C -1.4873 3.0573 -3.3916
H 2.7763 3.3697 2.4338
C 3.7709 -4.4424 -4.8306
H 1.6710 -0.4728 3.0864
H -4.4253 7.2800 -1.6006
H -4.7422 6.2869 -7.0157
H -1.8838 -5.0471 5.6656
O 2.3340 5.6686 -1.1081
H -2.9189 -2.0202 -2.1541
H 5.1143 4.8620 -0.5272
H -7.6792 -6.8899 6.4365
H 2.2464 5.9068 3.9143
H 0.8788 -4.3058 -1.2439
H 4.8339 -4.2075 -4.7759
C -4.4371 0.6736 -0.7161
H 4.5126 -5.5901 -2.6773
H -1.5336 -1.7501 -7.6811
H -3.5108 3.3871 -3.3947
H 1.3305 -0.0472 9.2128
H -3.3447 -3.0682 -3.4763
C 2.9354 -0.0580 -2.2443
C 2.0939 4.2182 2.4832
C -1.1709 6.4099 -0.7992
O 0.8065 1.6811 4.2443
H -5.1916 1.4504 -0.5917
H -0.5419 5.5830 -1.1288
H -2.0036 1.2842 4.3917
H 4.4506 5.8930 0.7928
C 4.4980 4.8889 0.3714
C 1.7240 -2.7809 -7.4695
C -2.4478 -2.8554 -6.1264
O -0.1113 1.0805 6.5290
O -0.7961 -0.9651 -4.4200
H -3.4266 1.0690 -0.8192
H 3.0290 0.2825 -3.2755
H -1.3429 -0.9653 4.6986
H 7.0300 0.1354 3.0768
H -4.7774 0.0775 -1.5628
O -5.1945 4.3762 -5.0036
H 7.4888 2.0716 -0.8917
O -1.0133 6.0800 1.7459
S 6.4784 -1.4020 -3.1798
H 6.5497 -0.0466 0.8788
S 3.8989 -0.8155 4.1860
O -2.1183 4.2230 0.2656
C 2.7220 -0.2821 2.8689
H -7.2918 -7.7587 4.9187
H -7.3611 -0.2531 0.8162
C -5.1334 6.8828 -0.8733
H -5.2518 -1.0138 0.1234
O 2.6069 -5.0260 -0.6778
C 6.9142 1.1142 -2.7907
O 2.7162 3.2253 -0.3722
H 2.8537 -2.3591 -4.9557
H -4.9552 5.4354 0.7278
C 1.8695 -3.9014 -1.0365
C -3.4771 -7.0731 5.8906
H -1.3661 3.7072 -2.5250
O -3.0460 -0.0670 -3.6280
H -4.3452 -3.3614 4.7483
H 3.6090 -6.7317 -3.5667
H -2.3091 -1.4112 3.1665
C 0.4918 -0.0423 8.5166
H 3.8437 -2.8619 -6.2838
C -2.7496 3.2970 -4.1697
C 3.1435 -3.2348 -5.5364
H 3.0296 4.5864 4.4518
H 2.5530 -2.8365 -8.1751
H 2.2076 -3.3132 -1.8896
O -5.6198 0.5007 3.8781
O -2.7121 4.5273 -4.7725
C -4.3499 5.9279 -0.0332
C 0.8956 0.9855 7.4740
C 2.7085 -6.0980 -1.6363
H -1.0117 1.6065 1.1238
O 1.3257 -0.3024 -0.5203
H 7.3708 3.1488 -2.1960
H -1.8641 3.0766 4.0177
O 0.3679 3.5637 6.0057
H 3.8942 5.3911 3.1883
H 1.6991 -6.2836 -2.0032
H -3.2504 -2.3611 -8.0590

2.
168
Properties=species:S:1:pos:R:3 method="wB97M-V/def2-TZVPD" smiles="CC1(C)CCCC(C)(C)N1O.CC1(C)CCCC(C)(C)N1O.COC[C@H](C)N.COC[C@H](C)N.COC[C@H](C)N.COC[C@H](C)N.NC(N)=O.NC(N)=O.NC(N)=O.NC(N)=O.NC(N)=O" homo_energy_ev=-8.1 e_tot_ev=-88455.4846 total_charge=0
H 5.7161 -4.2373 -6.5101
H 5.6465 -7.6314 0.9497
H 1.6502 -5.7809 0.7698
H 2.2347 0.6852 0.6517
C 8.9896 -2.9932 -9.0100
H -2.9624 0.8126 2.9867
H 7.5320 -2.7144 -5.2798
H 8.7836 -5.0611 -8.3573
H 1.7550 6.2015 8.6638
H 6.3731 -8.2480 -1.6002
H 2.7532 6.2296 -7.5624
C -1.3373 5.1859 11.1839
O 10.4605 1.7164 -0.8688
C 1.2122 9.3317 1.5403
C -0.7122 7.6691 1.7321
H 5.2132 -1.9732 -6.4188
H -5.6187 -1.4866 -5.8151
H -0.5426 7.5239 9.6146
H -2.0579 5.7225 10.5667
H 0.5751 9.9739 0.9324
H 2.3438 1.7634 -0.7422
N 2.0114 6.8829 -7.3548
C 1.6386 6.9690 -6.1470
H -2.5646 3.4788 11.1318
H 12.8352 1.6418 -0.7094
H 0.3072 7.4419 3.9799
C 5.7628 -1.7084 -7.3220
H -2.5507 -2.7830 -6.9438
O -4.5255 -3.1866 -7.2758
C -0.2135 7.4008 10.6464
H -1.1885 3.4517 8.7700
C 1.6427 2.9513 10.6898
H 8.8969 13.6243 -1.8586
C 0.7039 3.7448 9.6288
H 12.1148 9.2446 -3.7256
H -0.9774 7.9800 11.1650
C 1.1484 3.4298 8.2180
H -2.7515 6.9433 4.1688
H 9.5211 -0.0834 0.4551
N -3.9333 -2.0707 2.8441
H -4.6944 -1.3539 -4.5050
C -3.7185 -1.1170 -6.2537
H 2.8622 -5.6289 -0.5655
H -4.1628 -2.8234 2.2109
C -0.7576 3.2211 9.7444
C 10.3998 9.8209 -2.5938
C 3.5752 -6.8176 1.0698
H 9.3300 -2.8306 -11.1003
H 5.6113 1.7405 -1.1091
O 6.7993 -2.4728 -9.8741
H -4.3061 -5.3596 -6.8984
H 10.7085 9.5886 -1.5746
H 2.1457 2.1559 10.1398
H 5.1190 -1.6862 -8.2013
O 8.9767 -0.3221 7.0929
C 8.0514 -0.2376 6.3172
N 10.5305 -0.0486 0.4500
H 5.1064 -9.4764 -2.0943
H 2.1970 3.5415 7.9424
N 1.0502 7.8662 3.4433
O 4.5920 0.2885 0.6591
H 3.1739 -5.8389 2.8493
H 0.8467 2.4097 7.9804
H -5.4394 -4.8800 -8.0341
C 8.9051 -4.5003 -9.2841
H 5.9717 -0.6509 -7.1596
C -2.3453 -0.5486 -5.6382
H 0.6618 8.0297 10.8091
C 9.5977 -2.2338 -10.2284
C 2.4075 -6.2892 0.1730
H 11.1354 10.4456 -4.4930
H 12.1966 10.9439 -3.1410
H -1.9653 -1.3310 -4.9812
H -3.8044 -2.1394 3.8434
N 7.0445 -1.0736 6.2369
H 6.5232 -1.0456 5.3722
H 7.3129 0.7391 4.7347
H 8.9977 11.3973 -3.3165
H 7.2212 -1.9688 6.6700
H -3.5527 7.2314 2.5727
N 0.6672 5.2392 9.7969
H 11.1936 -0.6998 0.8454
H 0.1538 7.9593 -6.9942
N -2.8913 -0.1697 3.2104
H 10.1378 13.6462 -3.1725
O 1.9765 5.7799 9.4973
C 6.3716 -4.1708 -7.3785
N 12.3873 0.9093 -0.1775
C -1.4932 3.6556 11.0368
C 9.8820 -2.7271 -7.7779
C 7.9436 -2.4791 -6.2613
C -2.6522 7.3706 3.1710
N 7.9178 0.8162 5.5399
H 9.2987 -4.1871 -6.3463
H 4.0535 -4.9604 1.7204
H 9.9458 -2.6550 -5.6830
C 6.9144 -2.7064 -7.4118
H 1.3397 4.7301 12.4880
H -0.3005 9.4538 3.0244
C 4.0561 1.0073 -0.1429
H 1.4229 7.3439 -8.0340
O 2.2364 6.5367 -5.1880
H -2.5831 -0.5406 4.0979
H -1.6665 -0.2560 -6.4392
H 8.8249 8.5580 -2.6288
O -3.7606 -0.5995 1.1878
N 7.6459 -2.4195 -8.7341
H 1.1718 2.5050 11.5658
H 6.1255 -9.5258 -0.6300
N 4.6060 1.6481 -1.0776
H -2.5172 8.4450 3.2954
H 9.2839 -1.1963 -10.3440
H -3.9964 -0.6809 -7.2132
H 10.6738 -2.0656 -10.1863
H -0.1090 7.0175 1.0999
C 9.9476 13.4828 -2.1117
C 11.0672 0.9209 -0.1900
H 0.1673 7.8783 -5.2198
H 1.7709 8.6000 0.9568
H 9.8862 -4.8537 -9.6014
N 9.6908 8.6959 -3.1302
O 4.5114 -8.2515 -0.5949
H 3.1923 -7.6701 1.6308
H 4.0705 2.3564 -1.5589
H 0.3370 6.2007 13.0183
H 10.1820 7.8625 -2.8399
O -1.4583 6.8334 2.6098
C 0.0568 5.8863 10.9543
H 1.8535 9.9927 2.1233
H -0.9263 3.2083 11.8533
H 10.9528 -2.9143 -7.8570
C 9.3047 -3.1014 -6.4431
H 9.9338 -1.6402 -7.7139
N 2.7789 1.2062 -0.0209
H -3.4098 -3.2575 -5.5538
N 3.8858 -5.8667 2.1334
H 8.5705 1.5790 5.6504
H -0.7472 2.1384 9.6191
H 8.7083 10.8212 -1.6953
H 0.5165 4.1418 7.6871
C 0.9277 5.7095 12.2450
H -3.6179 -4.7158 -8.2719
C 5.5433 -8.8835 -1.2907
H 1.3367 7.0550 2.9141
H 8.1433 -4.6847 -10.0415
C 0.2284 8.6663 2.4876
C 4.8832 -7.1653 0.3266
H 2.4406 3.5567 11.1199
H -1.7264 5.2632 12.1992
H 1.9078 -7.1087 -0.3436
C -4.4805 -4.5642 -7.6230
H 5.1341 -6.3496 -0.3516
H 6.9884 -1.6157 -10.2629
H 1.7826 6.3818 12.1726
C 11.5504 10.1559 -3.5277
H 10.5846 14.1436 -1.5237
H 12.9361 0.3452 0.4555
H 5.8782 -4.4547 -8.3080
C 9.4967 11.0435 -2.4143
H -1.2800 8.2353 0.9938
C -3.5167 -0.9300 2.3013
N 0.5296 7.6108 -6.1239
C -3.5157 -2.6523 -6.4542
N -4.8704 -0.9422 -5.4103
O 10.2808 12.1636 -1.8121
H -2.5516 0.2646 -4.9424
H 8.1130 -1.4038 -6.3170
H 7.1060 -4.9637 -7.2368

Here are the calculated frontier orbital gap numbers, same order: 8.70; 8.24 (eV).
Here are the calculated largest force on an atom numbers, same order: 5.00; 6.99 (eV Å⁻¹).
Here are the calculated energy above the lowest of the compared OMol25 structures with the same formula, charge and spin numbers, same order: 154.6; 178.6 (kcal per mole).